## A
Formula: C2H4NP
Source: OMol25
Level of theory: ωB97M-V/def2-TZVPD

```
! wB97M-V def2-TZVPD RIJCOSX def2/J DEFGRID3
* xyz 0 1
C 0.747 0.899 -0.307
C -0.561 0.354 0.294
N 2.530 -0.199 0.453
P 1.728 -0.485 -0.794
H -1.400 0.602 -0.348
H -0.694 0.934 1.325
H -0.701 -0.816 0.259
H 2.175 -1.372 -1.827
*
```

LUMO: -0.70 eV

Partial charges, natural (NBO), in e: C -0.23; C -0.76; N -0.80; P 1.12; H 0.25; H 0.25; H 0.20; H -0.03

=====

## B
Formula: C2H4NP
Source: OMol25
Level of theory: ωB97M-V/def2-TZVPD

```
! wB97M-V def2-TZVPD RIJCOSX def2/J DEFGRID3
* xyz 0 1
C 0.016 -0.826 -0.264
C 0.644 0.508 0.714
N 0.941 1.419 -0.427
P 1.707 -0.252 -0.472
H -0.041 -1.840 0.257
H -0.824 -0.549 -0.975
H 0.505 0.422 1.816
H 0.148 1.732 -1.068
*
```

LUMO: 1.02 eV

Partial charges, natural (NBO), in e: C -0.77; C -0.32; N -0.84; P 0.86; H 0.22; H 0.23; H 0.25; H 0.37

=====

## C
Formula: C2H4NP
Source: OMol25
Level of theory: ωB97M-V/def2-TZVPD

```
! wB97M-V def2-TZVPD RIJCOSX def2/J DEFGRID3
* xyz 0 1
H 0.979 -2.251 0.161
N 1.275 -1.250 0.028
C 0.290 -0.433 -0.022
C 0.160 1.034 -0.361
P -1.513 -0.282 -0.070
H -0.054 1.613 0.509
H 0.454 1.339 -1.395
H -1.590 0.228 1.151
*
```

LUMO: 0.41 eV

Partial charges, natural (NBO), in e: H 0.34; N -0.59; C 0.01; C -0.55; P 0.34; H 0.24; H 0.25; H -0.05

=====

Energies, relative to the best one, in hartree: A 0.1692; B 0.0185; C 0.0000.